DFT (ωB97M-V with the def2-TZVPD basis set) results for 9 unconnected molecules or ions with the total composition C32H54O23S2 at a distorted geometry.

Structure (XYZ):
```
111
Properties=species:S:1:pos:R:3:forces:R:3:mulliken_charge:R:1
C 2.45635 6.48792 2.95952 -0.95 0.98 0.03 -1.352
C 1.73730 7.83338 3.30081 -0.64 -1.60 -1.73 0.268
C 1.65431 8.80475 2.09069 0.69 -0.84 0.66 -0.293
O 0.27884 9.00914 1.83029 -2.14 0.07 1.89 -0.327
C -0.48448 8.28252 2.80067 -2.67 0.54 -0.68 0.682
O -1.71436 8.24913 3.00704 4.53 0.74 -1.49 -0.578
O 0.36494 7.53556 3.45477 -0.89 -1.35 1.61 -0.338
H 2.04232 5.98427 2.08601 -0.36 0.65 -0.40 0.335
H 2.18616 5.76314 3.72750 1.06 0.13 0.47 0.370
H 3.48701 6.71664 2.68837 0.25 -0.52 0.74 0.374
H 2.00017 8.24953 4.27334 0.69 0.21 -0.34 0.319
H 1.98700 8.32821 1.16856 0.83 0.31 0.24 0.300
H 2.22878 9.65650 2.45484 -0.39 0.68 -1.04 0.241
C 1.29312 6.41168 -3.76199 1.12 0.99 -1.22 -1.285
C 2.42309 5.38915 -4.08590 -1.32 -0.32 0.96 0.453
C 2.98883 5.25448 -5.51011 -1.15 1.32 0.59 -0.364
O 4.30543 5.68807 -5.35811 1.77 0.42 -0.21 -0.320
C 4.65698 5.95452 -4.08718 3.08 -0.32 2.47 0.654
O 5.81207 6.24326 -3.68963 -4.85 -0.83 -1.80 -0.571
O 3.58161 5.70001 -3.23856 0.34 0.14 -1.95 -0.330
H 0.39129 6.39564 -4.37400 -0.25 -1.19 0.25 0.387
H 1.61473 7.38950 -4.12050 0.67 0.34 0.34 0.294
H 1.08910 6.53648 -2.69855 -0.04 -0.46 -0.15 0.310
H 2.03447 4.39227 -3.87782 0.29 -0.02 0.83 0.226
H 2.49045 5.95539 -6.17976 -0.07 -0.11 -0.21 0.260
H 2.90014 4.24361 -5.90808 0.39 0.04 0.10 0.286
C 5.83197 13.17838 3.21415 0.66 1.34 1.06 -1.372
C 6.79621 14.09284 4.03964 -1.31 -1.47 -0.03 0.349
C 7.82357 14.84442 3.16232 -0.30 -0.07 1.12 -0.356
O 7.51833 16.19021 3.55622 3.23 0.02 -3.63 -0.299
C 6.77409 16.19072 4.57870 -1.42 6.72 3.95 0.712
O 6.64670 17.17833 5.30572 0.33 -1.46 -1.08 -0.647
O 6.08032 15.15309 4.71897 -2.06 -3.70 -0.15 -0.325
H 5.08891 12.71831 3.86554 0.27 -0.27 -0.02 0.367
H 6.45341 12.46311 2.67536 -0.33 -0.13 -0.04 0.359
H 5.27419 13.83277 2.54426 0.15 -0.12 -0.32 0.336
H 7.15005 13.61802 4.95476 0.90 -0.84 -0.75 0.317
H 7.68278 14.68206 2.09372 -0.05 0.22 0.12 0.297
H 8.85574 14.66772 3.46484 -0.04 -0.25 -0.25 0.263
C 3.76406 19.85549 -10.88592 -0.34 -0.86 0.58 -1.382
C 3.35003 18.35588 -10.93251 2.57 1.63 -0.59 0.445
C 4.43371 17.53843 -11.70389 -1.30 1.28 -0.22 -0.433
O 4.78070 16.49281 -10.83588 0.41 -1.21 -0.17 -0.309
C 4.25688 16.67124 -9.63944 -0.15 -0.94 4.37 0.654
O 4.48425 15.99639 -8.60020 -0.84 2.45 -4.29 -0.613
O 3.44607 17.78301 -9.64007 -0.50 -1.10 0.45 -0.347
H 2.89299 20.43570 -10.58146 0.09 0.29 -0.47 0.360
H 4.18372 20.10239 -11.86112 -0.39 0.43 -0.02 0.386
H 4.52364 20.05929 -10.13120 0.18 -0.33 -0.03 0.344
H 2.40530 18.37889 -11.47570 -0.45 -0.97 0.80 0.286
H 5.32241 18.14332 -11.88396 -0.05 -0.13 -0.25 0.294
H 3.92759 17.21685 -12.61413 0.76 -0.57 -0.12 0.312
C 8.43818 11.68278 -9.57193 -1.51 -0.69 -0.17 -1.374
C 9.16947 10.36164 -9.40652 -1.68 1.50 1.57 0.412
C 10.62636 10.69546 -9.43849 1.82 -2.21 -0.92 -0.360
O 11.09689 10.50365 -8.16499 -0.63 -0.46 4.45 -0.331
C 10.06976 10.07781 -7.34525 1.56 0.89 3.95 0.664
O 10.12249 9.99442 -6.12008 0.51 -0.03 -2.93 -0.574
O 8.97570 9.88598 -8.01257 -0.99 -0.10 -2.31 -0.343
H 8.62918 12.40233 -8.77578 0.84 0.10 -0.30 0.278
H 7.35518 11.58792 -9.49299 -0.14 -0.38 -0.24 0.390
H 8.65519 11.98791 -10.59560 0.08 0.66 0.19 0.369
H 8.76129 9.57487 -10.04094 0.49 0.15 -0.14 0.324
H 10.99665 11.70165 -9.63485 -0.65 -0.15 -1.28 0.282
H 11.14441 9.83538 -9.86274 0.28 0.76 -1.87 0.265
C -0.61986 16.44149 -4.18254 -1.20 0.26 -0.47 -1.413
C -0.13365 16.42312 -5.64226 -1.28 0.08 1.16 0.385
C -0.44519 15.12442 -6.43196 0.38 0.37 1.45 -0.318
O -1.16672 15.55081 -7.58769 0.78 1.44 -0.18 -0.320
C -1.37803 16.94013 -7.54173 -2.93 0.49 -1.98 0.641
O -2.01735 17.54367 -8.46495 3.58 -2.55 4.84 -0.568
O -0.99781 17.38400 -6.27663 -0.26 0.33 -2.95 -0.341
H -1.70934 16.46730 -4.20416 -0.30 -0.74 -0.35 0.382
H -0.52744 17.44258 -3.76137 1.14 -0.19 0.34 0.372
H -0.34734 15.59555 -3.55149 0.51 0.35 -0.01 0.353
H 0.88061 16.82209 -5.65628 0.13 -0.40 -0.59 0.262
H -1.04295 14.43555 -5.83510 -0.60 0.31 -0.03 0.267
H 0.47476 14.54937 -6.53729 0.12 0.26 -1.25 0.296
C 10.86462 16.46846 -10.54660 -0.07 0.23 1.14 -1.258
C 10.29493 17.16277 -9.23739 -0.20 0.41 -1.72 0.421
C 10.58482 16.54905 -7.85201 1.19 1.80 -1.67 -0.250
O 11.42053 17.63920 -7.27348 -0.35 -2.26 2.22 -0.344
C 11.41878 18.74914 -7.93698 0.70 3.57 -2.93 0.666
O 12.01024 19.81872 -7.75265 -1.71 -3.42 0.35 -0.570
O 10.68273 18.56783 -9.10516 0.15 -1.00 0.45 -0.391
H 11.12285 17.18397 -11.32728 -0.05 0.19 0.26 0.335
H 10.05750 15.84873 -10.93726 0.06 -0.09 -0.03 0.325
H 11.72087 15.81590 -10.37603 0.14 0.14 0.15 0.325
H 9.23035 17.14340 -9.47062 -0.14 0.40 0.58 0.203
H 11.25219 15.69571 -7.97250 -0.31 -0.08 0.53 0.272
H 9.63024 16.36977 -7.35729 0.58 0.10 0.68 0.264
C 14.81422 14.10700 -1.12309 -1.05 0.13 -0.70 -0.848
S 13.03169 13.71522 -0.93551 -0.53 -0.23 1.64 0.491
O 12.75244 13.88753 0.55450 0.17 -0.02 -1.63 -0.624
C 12.13693 15.08492 -1.77032 0.25 0.57 0.28 -0.887
H 15.34058 13.23437 -0.73633 -0.12 0.19 0.19 0.298
H 15.07290 15.03933 -0.62116 -0.03 -0.14 0.01 0.299
H 14.97631 14.14970 -2.20013 0.25 0.19 -0.03 0.330
H 12.54223 16.01593 -1.37402 0.16 0.12 -0.33 0.288
H 11.07944 15.11134 -1.50741 0.11 -0.67 0.61 0.314
H 12.09130 15.04470 -2.85862 0.77 -0.12 -0.02 0.340
C 5.71637 12.62758 -3.88711 -0.73 -0.09 0.71 -0.892
S 3.86760 12.28195 -3.81719 0.19 -1.82 2.76 0.478
O 3.62671 11.41393 -2.49614 0.68 1.95 -3.45 -0.627
C 3.60820 11.16771 -5.28353 0.29 0.40 1.55 -0.797
H 5.93775 13.12808 -2.94446 -0.49 0.16 0.15 0.307
H 5.95255 13.36036 -4.65871 -0.08 -0.42 -0.32 0.322
H 6.35552 11.74695 -3.82328 -0.30 -0.22 -0.68 0.325
H 4.07724 10.22367 -5.00622 0.42 0.11 -0.47 0.265
H 3.99893 11.72960 -6.13188 0.00 -0.48 -0.15 0.324
H 2.53860 10.96516 -5.33852 0.01 0.40 -0.09 0.297
```
Positions in Å, forces in eV/Å.

Properties
LUMO level = -0.4 eV
maximum force = 7.93 eV Å⁻¹
energy relative to the best compared isomer or geometry (same formula, charge and spin) = 672.6 kJ/mol
orbital gap = 8.47 eV
charge = 0